C30H47N2O3P2Si2 as an isolated structure in a non-equilibrium geometry, computed with ωB97M-V with the def2-TZVPD basis set.

Last column: Löwdin charge in e.
Cartesian coordinates (Å):
C  -0.911  -6.627  2.682  -0.054
C  -0.646  -5.166  3.065  -0.266
C  0.682  -4.752  3.081  -0.061
C  1.001  -3.435  3.399  -0.068
C  -0.035  -2.579  3.728  -0.061
C  -1.366  -2.973  3.742  -0.189
C  -2.414  -1.932  4.150  -0.065
C  -3.395  -1.590  3.047  -0.084
C  -3.541  -0.366  2.516  -0.090
C  -2.674  0.828  2.949  -0.098
C  -1.252  0.562  2.327  -0.171
C  -0.704  1.738  1.478  -0.151
C  -0.615  1.442  -0.032  -0.126
N  -0.089  0.116  -0.359  -0.123
C  0.791  -0.708  0.286  -0.112
C  0.903  -1.821  -0.505  -0.112
C  0.104  -1.685  -1.704  -0.078
C  -0.474  -0.445  -1.521  -0.145
C  -4.565  -0.139  1.422  -0.316
O  -5.108  0.935  1.295  0.118
C  -4.812  -1.327  0.486  -0.248
P  -5.299  -0.882  -1.230  0.716
O  -6.562  -0.100  -1.169  -0.447
C  -4.657  -2.564  0.990  -0.291
P  -4.870  -4.050  -0.081  0.916
C  -3.512  -3.930  -1.369  -0.287
C  -4.380  -5.580  0.860  -0.288
C  -4.299  -2.670  2.469  -0.313
O  -4.722  -3.552  3.190  0.087
C  -1.672  -4.292  3.397  -0.003
H  -0.914  -6.700  1.584  0.081
H  -1.837  -7.000  3.133  0.077
H  -0.051  -7.211  3.038  0.072
H  1.482  -5.456  2.846  0.112
H  2.050  -3.140  3.392  0.109
H  0.207  -1.552  4.006  0.102
H  -1.890  -1.066  4.564  0.106
H  -2.996  -2.366  4.985  0.137
H  -3.148  1.716  2.509  0.105
H  -2.641  0.912  4.040  0.114
H  -0.578  0.418  3.189  0.096
H  -1.269  -0.398  1.799  0.102
H  0.242  2.142  1.869  0.113
H  -1.421  2.570  1.584  0.108
H  0.077  2.182  -0.476  0.119
H  -1.562  1.582  -0.571  0.121
H  1.263  -0.487  1.236  0.121
H  1.497  -2.712  -0.306  0.086
H  -0.014  -2.390  -2.516  0.085
H  -1.151  0.042  -2.222  0.117
H  -4.294  -0.025  -1.742  0.027
H  -5.539  -2.019  -2.031  0.002
H  -3.457  -4.902  -1.880  0.037
H  -3.739  -3.182  -2.135  0.001
H  -2.556  -3.676  -0.883  0.041
H  -4.188  -6.369  0.116  0.038
H  -3.436  -5.414  1.402  0.012
H  -5.172  -5.904  1.545  0.039
H  -2.709  -4.628  3.409  0.101
C  2.832  1.754  -2.098  -0.209
Si  3.908  3.311  -2.119  0.194
C  5.700  2.742  -1.892  -0.207
C  3.415  4.333  -0.601  -0.208
N  3.645  4.115  -3.577  -0.245
Si  4.409  5.557  -4.005  0.196
C  6.293  5.403  -4.118  -0.209
C  4.007  6.992  -2.837  -0.209
C  3.797  6.064  -5.725  -0.218
H  2.974  1.203  -1.159  0.007
H  1.775  2.018  -2.184  0.002
H  3.093  1.092  -2.926  0.018
H  5.777  2.032  -1.058  0.007
H  6.363  3.580  -1.666  0.001
H  6.062  2.242  -2.792  0.017
H  2.425  4.774  -0.739  0.014
H  4.130  5.134  -0.405  0.001
H  3.382  3.700  0.296  0.003
H  6.752  5.336  -3.129  0.000
H  6.722  6.282  -4.616  0.007
H  6.573  4.520  -4.695  0.017
H  2.932  7.054  -2.659  0.016
H  4.332  7.946  -3.271  0.007
H  4.515  6.884  -1.876  0.000
H  2.715  6.210  -5.718  0.009
H  4.042  5.295  -6.461  0.009
H  4.268  7.003  -6.041  0.005

Output
Energy relative to the best compared isomer or geometry (same formula, charge and spin) ... 0.0 kJ/mol
Strongest force on any atom ... 0.055 hartree/bohr
HOMO ... -3.48 eV
Total charge ... -1


C30H48BiP2 as an isolated structure in a non-equilibrium geometry, computed with ωB97M-V with the def2-TZVPD basis set.

Last column: Löwdin charge in e.
Cartesian coordinates (Å):
Bi  0.104  -0.266  1.043  1.475
C  -0.332  2.212  -1.304  -0.300
C  -0.129  1.184  -2.275  -0.280
C  -2.157  0.785  -1.233  -0.307
C  -1.587  1.967  -0.657  -0.339
C  -1.250  0.302  -2.225  -0.284
C  0.579  3.339  -0.999  -0.083
H  1.589  3.160  -1.390  0.052
H  0.670  3.534  0.081  0.058
H  0.234  4.285  -1.452  0.087
C  -2.176  2.787  0.421  -0.076
H  -1.436  3.498  0.820  0.067
H  -2.554  2.190  1.271  0.052
H  -3.035  3.388  0.069  0.087
C  -3.439  0.149  -0.865  -0.071
H  -4.307  0.656  -1.320  0.087
H  -3.634  0.124  0.223  0.051
H  -3.470  -0.887  -1.230  0.061
C  -1.435  -0.925  -3.025  -0.078
H  -2.119  -0.766  -3.876  0.090
H  -1.865  -1.747  -2.431  0.053
H  -0.484  -1.278  -3.446  0.056
C  1.035  1.029  -3.173  -0.080
H  0.838  1.399  -4.196  0.087
H  1.313  -0.030  -3.281  0.052
H  1.915  1.575  -2.808  0.053
C  6.699  -1.044  2.762  -0.113
C  7.097  -0.330  1.706  -0.125
C  7.984  -0.789  0.576  -0.180
C  7.946  -2.289  0.248  -0.199
C  6.582  -2.877  0.031  -0.090
C  5.753  -3.374  0.960  -0.149
C  5.995  -3.495  2.439  -0.184
C  6.992  -2.495  3.040  -0.193
H  9.036  -0.530  0.794  0.127
H  8.486  -2.847  1.019  0.100
H  7.717  -0.202  -0.319  0.112
H  8.005  -2.755  2.717  0.101
H  6.176  -0.539  3.589  0.102
H  6.881  0.750  1.673  0.102
H  6.974  -2.633  4.133  0.118
H  5.020  -3.402  2.946  0.094
H  4.813  -3.836  0.626  0.089
H  6.358  -4.512  2.671  0.128
H  8.512  -2.432  -0.687  0.119
H  6.303  -2.954  -1.029  0.110
P  2.628  0.026  1.313  0.727
P  0.674  -2.643  0.278  0.715
C  3.114  -1.758  1.624  -0.381
C  2.031  -2.879  1.529  -0.385
H  3.582  -1.771  2.625  0.082
H  3.940  -1.973  0.922  0.052
H  2.523  -3.826  1.218  0.083
H  1.569  -3.028  2.532  0.090
C  -0.814  -3.693  0.567  -0.220
H  -1.479  -3.655  -0.313  0.063
H  -1.388  -3.340  1.437  0.048
H  -0.503  -4.733  0.734  0.061
C  1.349  -3.177  -1.320  -0.211
H  1.836  -4.155  -1.215  0.065
H  2.084  -2.451  -1.687  0.054
H  0.542  -3.265  -2.062  0.057
C  2.785  1.179  2.735  -0.234
H  2.496  2.197  2.415  0.069
H  3.824  1.205  3.092  0.054
H  2.120  0.865  3.551  0.036
C  3.718  0.797  0.080  -0.203
H  3.563  0.363  -0.914  0.054
H  4.775  0.703  0.342  0.041
H  3.489  1.868  0.011  0.061
C  -2.195  -0.814  5.565  -0.068
C  -2.959  -0.368  4.466  -0.055
C  -2.369  -0.220  3.193  -0.121
C  -1.016  -0.512  3.038  -0.399
C  -0.228  -0.946  4.107  -0.181
C  -0.833  -1.102  5.383  -0.080
H  -2.647  -0.948  6.579  0.124
H  -4.014  -0.148  4.607  0.111
H  -2.943  0.106  2.328  0.075
H  0.836  -1.170  3.963  0.065
H  -0.187  -1.462  6.209  0.113

Output
Energy relative to the best compared isomer or geometry (same formula, charge and spin) ... 8.1 kJ/mol
Strongest force on any atom ... 0.122 hartree/bohr
HOMO (alpha / beta) ... -8.01 / -8.01 eV
Total charge ... +1


> Among the records above, which one has the highest strongest force on any atom?

C30H48BiP2


> Which value of strongest force on any atom does entry 2 give?

0.122 hartree/bohr


> Look up the energy relative to the best compared isomer or geometry (same formula, charge and spin) of the first one.

0.0 kJ/mol